The following is a quantum chemistry calculation of a molecular structure, C60H51CoNO2PS2, from OMol25.

charge: 0
multiplicity: 5
HOMO energy (alpha / beta): -4.04 / -6.86 eV
relative energy (zero: lowest compared OMol25 entry of this formula, charge and spin): 7.61 kcal per mole
E_LUMO (alpha / beta): 0.25 / 0.21 eV
expectation value of S²: 6.03

```
118
Properties=species:S:1:pos:R:3:forces:R:3
Co 1.0769 -0.4688 0.4492 -0.4 0.3 0.5
C 7.2135 -0.0455 2.0206 0.0 0.0 -0.1
C 5.9989 -0.3200 2.6301 0.0 0.0 0.0
C 4.8484 -0.4199 1.8613 0.0 0.0 0.0
C 4.8978 -0.2570 0.4787 -0.1 0.0 0.0
C 6.1217 0.0175 -0.1258 0.1 0.1 0.0
C 7.2726 0.1252 0.6434 0.0 0.0 0.0
P 3.3543 -0.5478 -0.4549 0.1 -0.2 -0.4
C 3.6541 0.2629 -2.0702 0.0 0.0 0.0
C 3.3811 -0.3856 -3.2729 0.0 0.0 0.0
C 3.5493 0.2758 -4.4853 0.0 -0.1 0.1
C 3.9831 1.5910 -4.5080 0.0 0.0 0.0
C 4.2485 2.2508 -3.3127 0.0 0.0 0.0
C 4.0837 1.5923 -2.1047 0.0 0.0 0.0
C 3.4269 -2.3259 -0.8340 -0.2 0.1 0.2
C 4.4935 -2.9138 -1.4536 0.2 -0.2 -0.1
C 4.4895 -4.2985 -1.7274 0.1 0.2 0.0
C 3.4135 -5.0565 -1.3655 -0.1 0.0 0.0
C 2.3012 -4.4819 -0.7085 0.0 0.1 0.1
C 1.1916 -5.2665 -0.3055 0.1 0.0 -0.1
C 0.1571 -4.6882 0.3608 -0.1 0.2 0.1
C 0.1720 -3.2989 0.6518 -0.1 -0.1 0.1
C 1.2014 -2.4746 0.2749 0.3 0.0 -0.1
C 2.2960 -3.0890 -0.4234 -0.1 0.0 0.1
H 8.1132 0.0376 2.6168 0.0 0.0 0.0
H 5.9454 -0.4535 3.7034 0.0 0.0 0.0
H 3.9013 -0.6377 2.3367 0.0 0.0 0.0
H 6.1828 0.1616 -1.1980 0.0 0.0 0.0
H 8.2185 0.3404 0.1623 0.0 0.0 0.0
H 3.0327 -1.4106 -3.2670 0.0 0.0 0.0
H 3.3351 -0.2441 -5.4111 0.0 0.0 0.0
H 4.1161 2.1050 -5.4514 0.0 0.0 0.0
H 4.5849 3.2797 -3.3229 0.0 0.0 0.0
H 4.3039 2.1129 -1.1799 0.0 0.0 0.0
H 5.3516 -2.3171 -1.7452 0.0 0.0 0.0
H 5.3399 -4.7535 -2.2190 0.0 0.0 0.0
H 3.4030 -6.1216 -1.5720 0.0 0.0 0.0
H 1.1856 -6.3272 -0.5327 0.0 0.0 0.0
H -0.6925 -5.2884 0.6660 0.0 0.0 0.0
H -0.6827 -2.8833 1.1765 0.0 -0.1 -0.1
C -2.9006 -2.6212 8.2188 0.0 0.0 0.0
C -2.4660 -2.1510 6.8546 0.0 0.0 0.0
C -1.2503 -2.5430 6.3088 0.0 0.0 -0.1
C -0.8476 -2.0966 5.0535 -0.1 0.0 0.0
C -1.6526 -1.2211 4.3361 0.0 -0.1 0.1
C -2.8737 -0.8179 4.8721 0.0 0.0 0.0
C -3.2728 -1.2907 6.1096 0.0 0.0 0.0
S -1.0427 -0.5771 2.8054 0.0 0.2 0.0
O 1.7956 0.6755 2.1869 0.1 0.0 0.0
C -2.3997 -0.7874 1.6850 -0.1 -0.2 0.2
C -3.2165 -1.9460 1.8448 0.2 0.1 0.1
C -4.2528 -2.1833 1.0106 -0.1 0.0 -0.1
C -4.5223 -1.2921 -0.0634 0.0 0.0 0.0
C -5.5922 -1.5387 -0.9571 0.1 0.0 0.1
C -5.8380 -0.6995 -2.0037 0.1 0.1 -0.1
C -5.0075 0.4248 -2.2020 -0.2 -0.1 0.0
C -3.9683 0.6844 -1.3537 0.1 0.0 0.1
C -3.6958 -0.1650 -0.2490 0.0 0.1 0.0
C -2.6017 0.0873 0.6581 0.0 0.2 -0.4
C -1.8126 1.3535 0.3937 0.0 0.3 0.0
C -2.6406 2.5637 0.7441 0.0 -0.1 -0.1
C -3.3961 2.5546 1.9121 0.0 0.0 0.0
C -4.2190 3.6102 2.2600 0.0 0.1 -0.1
C -4.3271 4.7050 1.3703 0.0 -0.1 0.1
C -3.6119 4.7330 0.2062 0.1 -0.1 -0.1
C -2.7141 3.6790 -0.1510 -0.2 -0.1 0.2
C -1.9190 3.7253 -1.3025 0.3 -0.2 -0.2
C -1.0154 2.7068 -1.6415 -0.3 0.2 0.1
C -0.9257 1.5159 -0.8209 -0.4 0.1 0.1
S -0.3495 -0.0302 -1.6278 0.0 -0.4 -0.1
O -1.2089 -1.1753 -1.2055 0.3 0.3 -0.2
C -0.6469 0.2182 -3.3577 0.0 0.0 0.0
C 0.2772 0.8896 -4.1397 0.0 0.1 0.1
C 0.0311 1.0377 -5.4962 0.0 0.0 0.0
C -1.1201 0.5099 -6.0732 0.0 0.0 0.0
C -1.4008 0.6876 -7.5414 0.0 0.0 0.0
C -2.0196 -0.1830 -5.2619 0.0 0.0 0.0
C -1.7893 -0.3437 -3.9064 0.0 0.0 -0.1
H -2.3260 -3.4902 8.5391 0.0 0.0 0.0
H -3.9582 -2.8887 8.2285 0.0 0.0 0.0
H -2.7559 -1.8344 8.9628 0.0 0.0 0.0
H -0.6165 -3.2296 6.8585 0.0 0.0 0.0
H 0.0830 -2.4438 4.6191 0.0 0.0 0.0
H -3.5128 -0.1461 4.3113 0.0 0.0 0.0
H -4.2313 -0.9796 6.5114 0.0 0.0 0.0
H -3.0030 -2.6290 2.6567 0.0 0.0 0.0
H -4.8821 -3.0557 1.1463 0.0 0.0 0.0
H -6.2126 -2.4126 -0.7927 0.0 0.0 0.0
H -6.6620 -0.8947 -2.6792 0.0 0.0 0.0
H -5.1922 1.0942 -3.0337 0.0 0.0 0.0
H -3.3528 1.5550 -1.5432 0.0 0.0 0.0
H -3.3327 1.6945 2.5721 0.0 0.0 0.0
H -4.7894 3.5829 3.1791 0.0 0.0 0.0
H -4.9914 5.5275 1.6097 0.0 0.0 0.0
H -3.7046 5.5780 -0.4685 0.0 0.0 0.0
H -2.0087 4.5910 -1.9501 0.0 0.0 0.0
H -0.4240 2.7657 -2.5423 0.0 0.1 0.0
H 1.1767 1.3023 -3.6948 -0.1 0.0 0.0
H 0.7473 1.5648 -6.1170 0.0 0.0 0.0
H -0.5001 0.9671 -8.0871 0.0 0.0 0.0
H -2.1424 1.4741 -7.6967 0.0 0.0 0.0
H -1.7984 -0.2277 -7.9806 0.0 0.0 0.0
H -2.9127 -0.6129 -5.7017 0.0 0.0 0.0
H -2.4714 -0.9003 -3.2770 0.0 0.0 0.0
C 1.6534 2.8046 0.1928 0.1 0.0 0.0
C 0.5286 2.4816 1.1736 -0.3 0.0 -0.2
C 1.1193 1.9240 2.4540 0.0 -0.1 0.0
C -0.1493 3.7885 1.5824 0.0 0.1 0.0
N -0.3043 1.3832 0.5598 0.4 -0.4 0.1
H 2.3246 3.5419 0.6424 0.0 0.0 0.0
H 1.2460 3.2101 -0.7324 0.0 0.0 0.0
H 2.2384 1.9176 -0.0466 0.0 0.0 0.0
H 1.8473 2.6382 2.8413 0.1 0.0 0.0
H 1.7676 0.1420 2.9884 0.0 -0.1 0.0
H 0.3344 1.7642 3.1915 0.0 0.0 0.0
H 0.6091 4.4067 2.0736 0.0 0.0 0.0
H -0.9717 3.6384 2.2764 0.0 0.0 0.0
H -0.5206 4.3313 0.7157 0.0 0.0 0.1
```
Forces are in eV/Å.

Results of the Löwdin charge analysis, in e, for atoms 1 through 99: number 1, Co, carries 0.553; number 2, C, carries -0.083; number 3, C, carries -0.076; number 4, C, carries -0.089; number 5, C, carries -0.328; number 6, C, carries -0.091; number 7, C, carries -0.075; number 8, P, carries 1.099; number 9, C, carries -0.352; number 10, C, carries -0.089; number 11, C, carries -0.093; number 12, C, carries -0.089; number 13, C, carries -0.073; number 14, C, carries -0.116; number 15, C, carries -0.313; number 16, C, carries -0.088; number 17, C, carries -0.074; number 18, C, carries -0.033; number 19, C, carries -0.168; number 20, C, carries -0.046; number 21, C, carries -0.071; number 22, C, carries -0.117; number 23, C, carries -0.180; number 24, C, carries -0.193; number 25, H, carries 0.104; number 26, H, carries 0.105; number 27, H, carries 0.087; number 28, H, carries 0.103; number 29, H, carries 0.105; number 30, H, carries 0.111; number 31, H, carries 0.111; number 32, H, carries 0.104; number 33, H, carries 0.106; number 34, H, carries 0.106; number 35, H, carries 0.107; number 36, H, carries 0.101; number 37, H, carries 0.112; number 38, H, carries 0.109; number 39, H, carries 0.102; number 40, H, carries 0.058; number 41, C, carries -0.052; number 42, C, carries -0.277; number 43, C, carries -0.044; number 44, C, carries -0.095; number 45, C, carries -0.516; number 46, C, carries -0.082; number 47, C, carries -0.036; number 48, S, carries 1.056; number 49, O, carries -0.168; number 50, C, carries -0.439; number 51, C, carries -0.087; number 52, C, carries -0.017; number 53, C, carries -0.151; number 54, C, carries -0.037; number 55, C, carries -0.082; number 56, C, carries -0.067; number 57, C, carries 0.001; number 58, C, carries -0.087; number 59, C, carries -0.144; number 60, C, carries -0.226; number 61, C, carries -0.146; number 62, C, carries -0.054; number 63, C, carries -0.101; number 64, C, carries -0.107; number 65, C, carries -0.050; number 66, C, carries -0.235; number 67, C, carries -0.094; number 68, C, carries -0.119; number 69, C, carries -0.423; number 70, S, carries 1.017; number 71, O, carries -0.432; number 72, C, carries -0.358; number 73, C, carries -0.087; number 74, C, carries -0.032; number 75, C, carries -0.263; number 76, C, carries -0.050; number 77, C, carries -0.023; number 78, C, carries -0.045; number 79, H, carries 0.074; number 80, H, carries 0.079; number 81, H, carries 0.083; number 82, H, carries 0.111; number 83, H, carries 0.103; number 84, H, carries 0.110; number 85, H, carries 0.117; number 86, H, carries 0.110; number 87, H, carries 0.115; number 88, H, carries 0.109; number 89, H, carries 0.100; number 90, H, carries 0.107; number 91, H, carries 0.107; number 92, H, carries 0.102; number 93, H, carries 0.085; number 94, H, carries 0.093; number 95, H, carries 0.104; number 96, H, carries 0.103; number 97, H, carries 0.077; number 98, H, carries 0.098; number 99, H, carries 0.113

The following is a quantum chemistry calculation of 12 unconnected molecules or ions with the total composition C5H30NO13 at a distorted geometry, from OMol25.

charge: 0
multiplicity: 2
HOMO energy (alpha / beta): -11.46 / -11.38 eV
relative energy (zero: lowest compared OMol25 entry of this formula, charge and spin): 0.00 kcal per mole
E_LUMO (alpha / beta): -0.12 / -4.87 eV
expectation value of S²: 0.76

```
49
Properties=species:S:1:pos:R:3:forces:R:3
N 1.0031 1.6407 0.6972 -0.1 0.2 -1.7
C 2.1572 2.2231 0.0323 0.9 0.3 -0.7
C 1.7410 2.2637 -1.4417 -0.2 1.1 -0.4
C 0.6804 1.1554 -1.6325 1.2 0.4 -0.5
C 0.3388 0.7496 -0.2004 -0.6 1.2 0.5
C 0.7490 -0.7853 0.0814 0.3 -1.6 1.0
O 0.1278 -1.2986 1.0312 0.2 0.4 -0.7
O 1.6178 -1.2741 -0.6302 -0.4 0.7 -0.2
H 0.3507 2.4034 0.9352 -0.1 -0.3 0.6
H 2.3856 3.2300 0.3741 -0.3 -0.1 0.4
H 3.0876 1.6578 0.1389 -0.3 -0.4 0.3
H 2.5924 2.3196 -2.1191 0.1 -0.8 0.0
H 1.2670 3.2273 -1.6470 -0.2 0.0 0.3
H 1.0884 0.3540 -2.2432 -0.2 -0.3 0.2
H -0.1644 1.5857 -2.1635 -0.3 -0.2 0.3
H -0.7123 0.8586 0.0488 -0.1 -0.5 -0.2
H -2.6801 2.3593 -1.9047 0.1 0.2 -0.2
H -3.3360 2.6490 -0.6439 0.0 0.5 0.0
O -2.9158 3.1345 -1.3736 -0.2 -0.6 0.1
H -1.3447 3.8669 0.9590 -0.1 0.1 -0.1
H -1.3936 3.8516 -0.5786 0.0 -0.3 0.3
O -0.7756 3.8122 0.1823 0.3 0.0 0.2
H 2.0668 -2.2590 -2.4412 0.3 0.1 0.1
H 3.3412 -1.6054 -3.0165 0.0 -0.1 0.2
O 2.5225 -2.0485 -3.2639 -0.3 0.0 -0.4
H -1.4040 -3.1368 2.6785 -0.1 -0.1 0.0
H -1.1666 -1.6457 2.7476 -0.2 -0.1 0.2
O -1.8640 -2.3031 2.8215 -0.1 -0.2 -0.1
H 0.1981 -1.8448 -3.2369 0.5 0.1 0.0
H -0.7550 -2.6476 -2.3035 0.2 0.0 0.1
O -0.6238 -2.3310 -3.1996 -0.7 0.0 -0.1
H -1.9580 1.0340 3.0176 -0.6 0.3 0.3
H -2.5945 1.1742 1.7248 -0.6 0.1 -0.3
O -2.7309 1.5015 2.6233 0.9 -0.3 -0.2
H -1.9744 -0.3890 -1.0097 -0.1 0.0 -0.4
H -3.2454 -0.1869 -0.2134 0.0 0.4 -0.2
O -2.6695 0.2662 -0.8826 -0.1 -0.4 0.4
H 3.5085 -0.7999 -0.9308 -0.2 -0.7 0.2
H 3.9924 -2.2999 -0.8507 -0.3 0.0 0.0
O 4.2703 -1.3893 -0.9133 1.1 0.8 -0.3
H 0.0124 -0.3952 2.4342 -0.5 0.1 0.4
H 0.1796 0.9617 2.9330 -0.1 0.3 0.6
O -0.3571 0.1867 3.1497 1.0 0.1 -0.7
H -3.1292 -1.5369 1.4416 0.0 -0.2 0.7
H -4.1846 -0.5770 2.0596 0.1 0.1 0.4
O -3.8632 -0.9413 1.2366 -0.1 -0.2 -0.9
H 1.6426 -3.0168 1.1461 -0.1 -0.2 0.5
H 2.8405 -3.1974 0.3574 0.4 -0.2 0.0
O 2.4543 -3.5461 1.1651 -0.4 0.4 -0.3
```
Forces are in eV/Å.

Atom-resolved charges from natural (NBO), all expressed in e: number 1, N, carries -0.333; number 2, C, carries -0.271; number 3, C, carries -0.410; number 4, C, carries -0.422; number 5, C, carries -0.171; number 6, C, carries 0.813; number 7, O, carries -0.689; number 8, O, carries -0.670; number 9, H, carries 0.450; number 10, H, carries 0.236; number 11, H, carries 0.232; number 12, H, carries 0.235; number 13, H, carries 0.222; number 14, H, carries 0.253; number 15, H, carries 0.238; number 16, H, carries 0.275; number 17, H, carries 0.493; number 18, H, carries 0.485; number 19, O, carries -0.953; number 20, H, carries 0.486; number 21, H, carries 0.520; number 22, O, carries -0.999; number 23, H, carries 0.475; number 24, H, carries 0.485; number 25, O, carries -0.961; number 26, H, carries 0.479; number 27, H, carries 0.484; number 28, O, carries -0.953; number 29, H, carries 0.479; number 30, H, carries 0.465; number 31, O, carries -0.941; number 32, H, carries 0.493; number 33, H, carries 0.457; number 34, O, carries -0.972; number 35, H, carries 0.465; number 36, H, carries 0.514; number 37, O, carries -1.000; number 38, H, carries 0.485; number 39, H, carries 0.466; number 40, O, carries -0.949; number 41, H, carries 0.489; number 42, H, carries 0.472; number 43, O, carries -0.972; number 44, H, carries 0.508; number 45, H, carries 0.502; number 46, O, carries -0.988; number 47, H, carries 0.471; number 48, H, carries 0.449; number 49, O, carries -0.922

Number 1 is which compound? C60H51CoNO2PS2